(1)
# F2HNS

2 unconnected molecules or ions with the total composition F2HNS (wB97M-V/def2-TZVPD, the Open Molecules 2025 dataset).

Geometry as XYZ:
```
5
Properties=species:S:1:pos:R:3:nbo_charge:R:1
H -1.77 -0.93 -0.82 0.56
F -2.44 -0.32 -0.56 -0.56
N 1.35 -0.83 0.40 -0.70
F 2.05 1.66 0.39 -0.58
S 0.82 0.42 0.59 1.28
```

Summary:
calculated total energy: -17774.75287 eV
LUMO level: -1.297 eV
energy above the lowest of the compared OMol25 structures with the same formula, charge and spin: 10.2 kcal per mole
total charge: 0



(2)
# C3H7BNO2

A gas-phase ion, C3H7BNO2 (charge -1) (wB97M-V/def2-TZVPD, the Open Molecules 2025 dataset).

Geometry as XYZ:
```
14
Properties=species:S:1:pos:R:3:nbo_charge:R:1
C -1.00 -0.16 1.86 -0.54
B 0.86 0.78 -1.09 1.20
H 2.94 0.84 -1.12 0.47
H 0.27 2.32 0.17 0.48
H 0.63 -1.56 1.01 0.20
H -2.08 0.31 1.82 0.20
H -2.06 -1.04 -0.88 0.15
C -0.36 -0.94 0.75 -0.17
H -0.32 0.05 2.81 0.19
O 0.60 2.23 -0.78 -1.01
O 2.21 0.24 -0.79 -0.98
H -0.53 -2.09 -1.21 0.13
N -0.29 0.03 -1.72 -1.07
C -0.87 -1.02 -0.80 -0.24
```

Summary:
calculated total energy: -9485.07927 eV
LUMO level: 3.779 eV
total charge: -1



(3)
# C22H37ClGdNP

A molecular structure, C22H37ClGdNP (wB97M-V/def2-TZVPD, the Open Molecules 2025 dataset).

Geometry as XYZ:
```
63
Properties=species:S:1:pos:R:3:lowdin_charge:R:1
H 2.17 -0.29 4.03 0.04
Gd 1.29 1.02 1.23 1.16
H 4.18 -4.55 2.59 0.06
H 6.14 -3.45 -0.27 0.08
H 1.45 -2.62 4.19 0.06
H 3.62 0.05 4.97 0.09
C -2.79 -1.20 0.73 -0.22
H 2.07 3.76 0.17 0.09
C 3.19 -0.66 4.25 -0.09
H -1.85 -3.11 1.49 0.05
H -0.61 3.48 -0.29 0.10
N 2.17 -0.84 1.09 -0.47
H -1.07 -3.45 -1.10 0.05
H 5.91 -3.26 1.48 0.06
H 1.16 -4.87 1.50 0.09
C 1.82 -4.08 1.11 -0.09
H 3.13 -3.39 -1.04 0.06
H 1.22 -3.43 0.47 0.08
H 2.60 -4.58 0.52 0.06
C -2.10 -1.49 -1.46 -0.24
C 3.66 -2.44 -1.07 -0.08
H 2.93 -1.63 -1.23 0.07
C 5.34 -0.93 -0.10 -0.10
H 2.73 -5.06 3.47 0.09
H -0.94 1.44 -2.02 0.10
C 4.47 -2.16 0.22 -0.60
C 1.58 2.96 -0.42 -0.33
H -1.99 -1.35 -2.55 0.05
H 3.66 -3.68 4.06 0.06
H 4.65 1.33 3.40 0.09
C 5.45 -1.30 3.41 -0.10
C 5.38 -3.37 0.53 -0.10
H 4.72 -0.05 -0.33 0.07
H 5.95 -1.14 -1.00 0.09
C -2.86 -0.64 -0.59 -0.23
C -1.60 -2.58 -0.69 -0.24
H 0.46 -3.70 3.21 0.09
C 2.38 -3.30 2.31 -0.60
C 1.17 -2.87 3.16 -0.09
C -2.04 -2.41 0.65 -0.23
H 3.11 -1.63 4.76 0.07
H 6.05 -0.68 0.70 0.06
H 5.06 0.83 1.75 0.07
C 0.18 2.80 -0.63 -0.23
C -0.01 1.70 -1.51 -0.15
H 0.65 -2.01 2.72 0.06
H 3.39 1.27 2.18 0.02
H -3.23 -0.76 1.64 0.06
Cl -0.12 1.41 3.33 -0.27
H 3.33 1.77 -1.21 0.08
H 4.82 -4.31 0.53 0.07
H 5.38 -2.34 3.76 0.07
C 1.25 1.12 -1.79 -0.17
P 3.32 -1.79 1.66 0.90
H 4.35 -2.47 -1.93 0.09
H 6.19 -1.26 2.61 0.06
H 5.86 -0.71 4.24 0.09
C 2.24 1.90 -1.12 -0.28
C 3.31 -4.18 3.15 -0.10
H -3.39 0.28 -0.88 0.05
C 4.31 0.74 2.53 -0.08
C 4.09 -0.72 3.01 -0.60
H 1.44 0.34 -2.51 0.09
```

Summary:
calculated total energy: -67547.91382 eV
LUMO level (alpha / beta): 2.134 / 2.147 eV
2S+1: 8
total charge: -1



(4)
# C28H15Cl4F2N3O4SV

A molecular structure, C28H15Cl4F2N3O4SV (wB97M-V/def2-TZVPD, the Open Molecules 2025 dataset).

Geometry as XYZ:
```
58
Properties=species:S:1:pos:R:3:nbo_charge:R:1
H -0.84 -5.01 -3.72 0.21
H -0.86 -4.96 -1.19 0.25
C -2.32 1.70 1.63 -0.16
H -3.54 -0.90 -1.73 0.20
C -0.90 -4.07 -3.18 -0.16
O -0.91 -1.49 0.76 -0.73
C -2.49 2.54 2.73 0.43
C 2.24 -2.40 -0.12 0.07
F -3.72 2.82 3.23 -0.35
N -1.02 -1.68 -1.81 -0.48
C -4.79 1.15 1.21 -0.24
C 2.81 -3.04 2.48 -0.26
Cl -1.28 2.33 -4.80 0.01
H 1.08 1.85 1.50 0.24
C 2.73 -1.66 2.13 0.08
C 0.18 1.86 -3.99 -0.11
O -1.08 1.18 -2.07 -0.74
C 1.43 1.98 -4.61 -0.11
S 2.97 -0.39 3.18 -0.29
C -0.96 -2.71 0.37 0.76
C 2.47 1.02 -2.66 -0.14
H -6.77 0.58 0.65 0.21
C -5.29 -0.25 -0.67 -0.28
C -1.43 3.13 3.38 -0.41
C -0.96 -2.84 -1.15 0.12
H 3.02 -3.27 3.52 0.23
F 0.88 3.44 3.53 -0.34
H 2.28 -0.48 0.50 0.47
H -1.11 -0.72 -3.63 0.23
Cl 4.12 1.72 -4.69 0.01
N -3.03 0.29 -0.14 -0.47
C 0.06 2.04 1.82 -0.33
H 2.00 -2.04 -1.10 0.23
C 2.57 1.57 -3.94 -0.10
H 2.17 -4.48 -0.53 0.22
O 1.06 0.35 -0.84 -0.80
H -1.59 3.78 4.23 0.23
C -0.97 -2.87 -3.87 -0.26
C -0.90 -4.06 -1.80 -0.22
C 2.34 -3.72 0.22 -0.30
Cl 1.53 2.65 -6.20 0.01
C 1.23 0.88 -2.04 0.32
H -5.11 1.74 2.05 0.24
C -0.16 2.86 2.90 0.51
Cl 3.87 0.47 -1.80 0.01
V -0.90 0.13 -0.45 1.48
N 2.42 -1.44 0.81 -0.52
C -1.01 1.45 1.17 -0.29
C -3.93 -0.33 -0.90 0.09
C -1.04 -1.69 -3.14 0.06
C 0.07 1.33 -2.71 0.22
C 2.62 -4.03 1.57 -0.14
O -1.02 -3.72 1.05 -0.64
H 2.67 -5.06 1.88 0.21
H -0.97 -2.84 -4.95 0.22
C -5.71 0.50 0.42 -0.15
H -5.99 -0.77 -1.31 0.22
C -3.42 1.04 0.90 0.23
```

Summary:
calculated total energy: -133994.47055 eV
LUMO level (alpha / beta): 2.258 / 2.207 eV
energy above the lowest of the compared OMol25 structures with the same formula, charge and spin: 0.0 kcal per mole
2S+1: 3
total charge: -1



(5)
# C3H6N2O

A single C3H6N2O molecule (wB97M-V/def2-TZVPD, the Open Molecules 2025 dataset).

Geometry as XYZ:
```
12
Properties=species:S:1:pos:R:3:nbo_charge:R:1
O 0.56 -0.25 -1.62 -0.43
N -0.15 1.51 -0.45 -0.40
H 1.17 -0.63 1.27 0.23
C -0.21 0.97 0.76 0.12
H -0.93 1.83 -1.04 0.36
N 1.00 0.96 -0.96 -0.08
H -0.67 1.51 1.59 0.18
H -1.02 -1.28 -0.77 0.17
C 0.03 -1.10 -0.55 -0.09
C 0.17 -0.48 0.85 -0.49
H 0.57 -2.05 -0.60 0.20
H -0.53 -0.99 1.53 0.22
```

Summary:
calculated total energy: -8230.46048 eV
LUMO level (alpha / beta): 0.214 / -0.024 eV
energy above the lowest of the compared OMol25 structures with the same formula, charge and spin: 143.9 kcal per mole
total charge: 0



(6)
# C2H2N2O2

A single C2H2N2O2 molecule (wB97M-V/def2-TZVPD, the Open Molecules 2025 dataset).

Geometry as XYZ:
```
8
Properties=species:S:1:pos:R:3:nbo_charge:R:1
C 0.71 0.70 0.58 0.18
O -1.38 0.55 0.06 -0.32
O -1.20 -1.44 -1.15 -0.61
H 1.61 1.11 1.02 0.23
N 0.54 -0.44 -0.16 -0.65
C -0.77 -0.53 -0.49 0.84
N -0.42 1.32 0.73 -0.13
H 0.92 -1.27 -0.61 0.46
```

Summary:
calculated total energy: -9180.19377 eV
LUMO level: 0.627 eV
energy above the lowest of the compared OMol25 structures with the same formula, charge and spin: 36.7 kcal per mole
structure (SMILES): O=c1[nH]cno1
total charge: 0



(7)
# C6H7N

A single C6H7N molecule (wB97M-V/def2-TZVPD, the Open Molecules 2025 dataset).

Geometry as XYZ:
```
14
Properties=species:S:1:pos:R:3:nbo_charge:R:1
C -0.70 -0.79 -0.64 -0.50
H -0.30 -1.80 -0.78 0.26
H -0.35 1.97 -0.63 0.21
H -0.72 -0.33 -1.64 0.25
C -0.25 1.51 0.36 -0.60
H 0.45 2.10 0.96 0.23
C 0.20 0.04 0.31 -0.28
H 3.72 -1.08 -0.21 0.24
H 0.06 -0.35 1.33 0.24
C 2.73 -0.73 -0.01 -0.22
C 1.62 -0.25 0.00 -0.02
H -1.23 1.54 0.84 0.23
C -2.08 -0.88 -0.14 0.28
N -3.15 -0.93 0.28 -0.32
```

Summary:
calculated total energy: -7823.34367 eV
LUMO level: 0.736 eV
energy above the lowest of the compared OMol25 structures with the same formula, charge and spin: 53.1 kcal per mole
structure (SMILES): C#C[C@@H](C)CC#N
total charge: 0



(8)
# C24H48INO13P

5 unconnected molecules or ions with the total composition C24H48INO13P (wB97M-V/def2-TZVPD, the Open Molecules 2025 dataset).

Geometry as XYZ:
```
88
Properties=species:S:1:pos:R:3:lowdin_charge:R:1
H 1.03 -4.43 -3.47 0.10
H 2.32 -3.68 -2.52 0.05
C 2.45 5.24 -5.57 -0.63
O 0.23 -1.82 6.78 -0.02
O 4.41 -3.02 -3.99 0.12
C -0.11 -2.86 2.66 0.04
H -1.91 3.80 -4.80 0.10
H 0.55 -3.87 -0.89 0.05
H -3.10 0.92 -0.03 0.04
C 0.21 -2.02 1.38 -0.35
H 1.76 -0.45 7.12 0.10
H -1.52 3.80 -3.07 0.09
H -1.82 2.12 -0.30 0.08
H 0.87 -5.49 7.72 0.10
H -3.09 0.78 4.58 0.08
C -2.02 1.10 0.10 -0.12
H 0.41 -5.96 6.08 0.09
C -2.24 -2.35 1.83 -0.25
H -4.36 -2.56 3.35 0.12
C 2.73 -1.08 -0.06 -0.23
I -3.59 -1.72 -1.28 0.92
H -4.51 7.60 -1.33 0.10
H -2.82 7.83 -0.78 0.10
H 4.33 3.54 -6.23 0.10
C 0.73 -0.64 7.42 -0.03
H -0.98 0.40 -1.71 0.12
H -4.30 -1.47 5.66 0.11
O -2.47 5.50 -3.81 0.00
H -2.28 -0.36 2.69 0.10
C 0.67 6.69 -5.90 -0.03
C -2.27 4.09 -3.81 -0.04
H -0.92 -1.90 -1.43 0.07
H -0.08 0.17 -0.19 0.08
C 0.95 -5.22 6.67 -0.04
H 2.00 -0.27 -0.27 0.02
H -2.99 -3.06 1.43 0.13
C -3.46 -1.40 4.94 -0.24
O -3.05 7.30 -2.78 0.01
H 3.17 -1.37 -1.04 0.05
H 1.22 7.56 -5.54 0.10
C 0.89 -2.94 7.09 -0.63
P 1.77 -2.61 0.50 0.95
H -1.13 -3.26 0.29 0.13
H 0.32 -0.94 1.64 0.13
C 1.97 -3.88 -3.53 -0.06
O 2.90 -4.68 -4.25 0.02
H -1.66 -0.21 4.99 0.06
H 6.71 -4.27 -4.38 0.10
C -1.09 0.10 -0.64 -0.27
H -2.78 -2.26 5.12 0.09
O 1.37 -3.37 -0.96 -0.35
H 6.73 -5.21 -5.88 0.10
C -1.52 -1.41 -0.63 -0.63
C -2.91 5.98 -2.65 -0.62
H -3.21 3.57 -3.62 0.10
O 1.17 5.50 -5.30 0.00
C 4.09 -4.10 -4.40 -0.62
H 6.16 -3.53 -5.92 0.10
H 0.73 6.63 -6.98 0.10
H 4.83 4.47 -4.78 0.10
C 6.19 -4.45 -5.32 -0.04
H 0.69 -3.28 3.29 0.15
O 4.87 -4.94 -5.09 0.01
C -3.01 -1.12 2.38 -0.15
H -1.71 -3.48 3.68 0.17
H -3.60 9.02 -1.84 0.10
O -3.14 5.34 -1.66 0.12
H -2.78 0.21 6.31 0.08
C 4.15 3.71 -5.17 -0.04
O 3.17 5.92 -6.25 0.14
H 0.11 0.19 7.09 0.09
H -3.60 -0.69 1.54 0.07
H -1.78 1.17 1.19 0.07
H 3.50 -0.79 0.67 0.05
O 0.33 -3.95 6.42 -0.03
H 1.99 -5.21 6.35 0.10
H 1.77 -2.94 -4.06 0.11
N -1.37 -2.98 2.86 0.16
H -4.98 -0.91 3.37 0.12
H 4.30 2.78 -4.63 0.09
H 0.65 -0.73 8.50 0.11
C -3.52 7.96 -1.61 -0.04
C -2.73 -0.04 5.24 -0.10
C -1.19 -2.21 0.68 -0.32
O 1.83 -3.02 7.83 0.15
H -0.37 6.79 -5.60 0.09
O 2.79 4.11 -4.96 0.00
C -4.05 -1.50 3.49 -0.18
```

Summary:
calculated total energy: -71156.51619 eV
LUMO level: -4.172 eV
total charge: +1



(9)
# C5H5Cl2P

A molecular structure, C5H5Cl2P (wB97M-V/def2-TZVPD, the Open Molecules 2025 dataset).

Geometry as XYZ:
```
13
Properties=species:S:1:pos:R:3:nbo_charge:R:1
C -0.95 -0.16 0.95 -0.06
C 0.73 -0.57 -1.62 -0.67
H -1.72 -0.41 1.54 0.21
H -0.55 1.49 -0.10 0.25
H -2.16 0.98 -0.37 0.23
C -1.19 0.66 -0.27 -0.55
C -0.54 -0.02 -1.44 -0.18
C 0.28 -0.73 1.13 -0.62
Cl 2.06 1.58 0.35 -0.21
H -1.24 -0.05 -2.26 0.19
H 0.54 -1.35 2.02 0.25
Cl 3.25 -1.16 0.17 -0.18
P 1.51 -0.25 -0.11 1.35
```

Summary:
calculated total energy: -39596.94128 eV
LUMO level: -0.035 eV
energy above the lowest of the compared OMol25 structures with the same formula, charge and spin: 53.0 kcal per mole
total charge: 0



(10)
# C24H26F5N4V

A molecular structure, C24H26F5N4V (wB97M-V/def2-TZVPD, the Open Molecules 2025 dataset).

Geometry as XYZ:
```
60
Properties=species:S:1:pos:R:3:nbo_charge:R:1
C -1.42 2.31 0.25 0.25
H -0.23 3.22 -2.91 0.19
H -1.35 0.31 3.19 0.22
C 1.79 -0.31 -2.61 -0.40
C -2.36 0.03 2.85 -0.41
H 1.20 -3.88 4.14 0.19
H -1.10 -0.12 -3.25 0.18
C 1.59 -1.81 -2.75 -0.40
C -0.46 4.77 -1.55 -0.14
C 1.81 -4.69 0.91 -0.14
F 2.26 -0.63 0.75 -0.37
H -3.36 -1.61 1.95 0.18
H 1.39 1.61 -3.45 0.20
H 0.20 -3.42 -2.39 0.18
H 1.66 -0.05 -1.57 0.24
C -0.86 2.27 -1.13 0.20
F 2.52 1.81 -0.59 -0.33
N -0.75 1.05 -1.61 -0.57
C -0.53 3.44 -1.89 -0.32
H 2.46 -5.44 0.46 0.19
C -2.84 1.02 1.79 -0.22
H -0.33 -2.32 3.54 0.20
C 0.24 -2.34 -2.24 -0.22
H 1.45 -4.09 -1.05 0.20
C 1.04 -3.80 3.07 -0.11
C -0.36 -2.43 1.43 0.23
C 1.32 0.39 0.91 0.20
H -3.03 0.10 3.71 0.20
H 2.38 -2.30 -2.18 0.21
H 1.71 -2.13 -3.80 0.18
C 0.31 -2.77 0.14 0.25
N -1.91 1.14 0.68 -0.60
H -0.54 6.49 -0.31 0.19
H -0.14 5.42 -2.36 0.19
H -3.04 1.99 2.25 0.19
H -1.22 5.44 1.69 0.19
C -0.70 5.42 -0.34 -0.37
C 1.80 -4.67 2.29 -0.37
H -1.00 1.58 -3.63 0.18
H -3.80 0.67 1.39 0.18
C -1.12 4.79 0.83 -0.12
H -1.72 3.28 2.11 0.20
C -1.44 3.47 1.08 -0.36
F 1.45 2.76 1.02 -0.32
F 1.07 0.44 2.30 -0.38
N -0.06 -1.99 -0.87 -0.59
N -1.42 -1.64 1.28 -0.59
H 0.90 0.29 -4.50 0.19
C 2.14 1.67 0.68 0.90
C -2.36 -1.41 2.35 -0.22
C -0.54 0.79 -3.02 -0.22
F 3.28 1.69 1.42 -0.34
C 0.10 -2.86 2.71 -0.36
H -2.22 -2.10 3.19 0.18
C 1.18 -3.88 -0.02 -0.33
V -0.64 -0.20 0.01 1.12
H 2.84 -0.09 -2.85 0.20
H -0.56 -1.93 -2.86 0.18
C 0.92 0.62 -3.46 -0.40
H 2.45 -5.37 2.81 0.19
```

Summary:
calculated total energy: -70545.16254 eV
LUMO level (alpha / beta): 2.829 / 2.810 eV
2S+1: 2
total charge: -1



(11)
# BaH16O8

A molecular structure, BaH16O8 (wB97M-V/def2-TZVPD, the Open Molecules 2025 dataset).

Geometry as XYZ:
```
25
Properties=species:S:1:pos:R:3:lowdin_charge:R:1
Ba 0.02 0.30 0.14 2.57
H 0.20 -1.74 1.92 0.09
O 0.78 -1.11 1.49 -0.29
H 0.40 2.90 -0.96 0.10
H 0.14 -2.01 -1.34 0.10
O 2.01 0.34 -0.18 -0.30
H -2.65 0.74 0.30 0.09
O 0.78 -1.46 -0.89 -0.24
H 1.67 -1.41 1.71 0.10
H 0.17 1.40 -2.49 0.11
H -2.31 0.13 -1.04 0.10
O -1.93 0.63 -0.32 -0.31
O -0.05 0.68 -1.91 -0.26
H 2.40 -0.52 -0.36 0.08
H -0.72 1.11 2.89 0.11
H -1.79 0.45 2.05 0.07
O 0.56 2.31 -0.23 -0.24
H -1.43 -2.36 0.02 0.12
H -1.99 -1.22 0.84 0.08
H 2.74 0.95 -0.22 0.12
O -0.87 0.72 2.03 -0.24
H -0.01 -0.10 -2.47 0.09
H 1.63 -1.73 -1.24 0.11
O -1.24 -1.46 0.30 -0.24
H 1.48 2.45 -0.01 0.08
```

Summary:
calculated total energy: -17304.96077 eV
LUMO level: -6.931 eV
energy above the lowest of the compared OMol25 structures with the same formula, charge and spin: 436.0 kcal per mole
total charge: +2



(12)
# C27H34F9IN4O6S4

2 unconnected molecules or ions with the total composition C27H34F9IN4O6S4 (wB97M-V/def2-TZVPD, the Open Molecules 2025 dataset).

Geometry as XYZ:
```
85
Properties=species:S:1:pos:R:3:lowdin_charge:R:1
C 5.24 -3.96 0.46 -0.28
S 2.31 -3.30 -1.88 0.93
S -7.00 3.83 -0.07 0.75
C -3.00 0.61 -0.25 -0.15
H -2.30 0.01 0.42 0.08
F 3.11 -4.68 5.07 0.10
C 3.99 -6.21 3.54 -0.30
F 4.09 -4.61 0.69 0.07
O -4.16 2.65 2.26 -0.28
H -2.95 -2.52 -0.65 0.12
F 0.92 3.27 2.31 -0.06
C -0.64 5.78 0.46 -0.11
H -1.10 -3.70 -3.98 0.11
S 0.25 1.02 0.23 0.75
F 2.83 -4.20 2.97 0.12
H -4.52 -0.89 -0.78 0.12
C -2.61 -1.74 -1.41 -0.20
S -3.22 3.56 1.57 0.76
C -0.42 3.81 2.30 -0.26
N 4.23 0.22 -2.33 0.00
O -3.32 4.81 2.37 -0.28
C 3.16 -1.67 -1.82 -0.56
C -0.54 -3.76 -1.83 -0.26
H -1.74 5.70 0.22 0.06
O 5.30 -3.08 2.75 0.04
C -1.48 2.88 1.55 -0.32
H -0.07 -4.73 -2.23 0.10
C -3.46 3.02 -1.01 -0.36
H -2.51 1.30 -2.99 0.13
C -2.30 1.92 -0.88 -0.28
C -0.61 2.35 -3.02 -0.76
H -4.33 4.52 -2.35 0.14
H -2.14 5.39 -3.16 0.10
C -1.58 1.62 2.52 -0.13
H 0.75 5.67 2.18 0.13
C 6.04 -3.74 1.75 -0.50
C -3.59 -0.45 -1.27 -0.19
C -1.08 2.34 0.11 -0.46
C -1.13 -2.99 -3.10 -0.20
H -3.33 3.35 -3.28 0.12
F 5.95 -4.72 -0.41 0.10
H -3.94 -0.06 -2.27 0.10
H -0.25 -0.08 0.88 -0.10
N -2.30 5.01 -2.22 0.03
C 3.72 -4.73 3.85 -0.44
H -0.54 3.20 -0.42 0.06
C -1.64 1.45 -2.26 -0.13
N -4.83 2.40 -1.28 0.11
C 3.92 0.23 -0.97 -0.14
C 4.96 -3.82 3.92 -0.05
H 0.47 -1.87 -1.05 0.05
H -1.34 -4.11 -1.09 0.12
C -5.74 2.98 -0.66 -0.69
O -3.62 3.97 0.05 -0.20
C -3.33 3.96 -2.33 -0.17
H -0.46 -2.08 -3.27 0.11
O 3.26 -0.95 -0.62 -0.06
H 5.83 -4.33 4.34 0.15
C 0.65 -2.99 -1.09 -0.46
H -3.31 -3.30 -2.86 0.12
H -3.85 0.87 0.47 0.12
H -1.39 4.67 -1.90 0.03
H -0.98 5.92 2.63 0.12
F 4.61 -6.39 2.37 0.09
F 2.81 -6.89 3.46 0.09
H -1.17 0.42 -2.14 0.11
H 5.01 -3.01 -0.02 0.15
O -0.98 2.90 -4.06 -0.07
H -0.73 3.77 3.40 0.16
C -1.61 0.56 3.14 0.12
C -0.31 5.33 1.92 -0.18
H -2.94 -1.71 -3.69 0.11
F 6.55 -4.88 2.26 0.13
H 4.14 1.06 -0.25 0.14
H -0.38 6.89 0.37 0.10
H 4.72 -3.05 4.66 0.15
N 3.76 -0.96 -2.85 0.01
H 0.04 5.26 -0.30 0.07
H 0.71 -3.33 0.00 0.09
I 1.47 2.78 -2.61 0.90
F 7.10 -2.95 1.49 0.15
H -1.59 -1.37 -1.07 0.07
H 4.59 -6.67 4.33 0.17
H -1.83 -0.32 3.80 0.08
C -2.61 -2.39 -2.85 -0.19
```

Summary:
calculated total energy: -122684.92124 eV
LUMO level: -0.174 eV
structure (SMILES): C#C[C@@]1([C@@H](F)CC)[C@@H](S)[C@](CCCCCCCSc2nnco2)(CC(=O)I)[C@@](CN)(N=C=S)OS1(=O)=O.FC(F)C(F)(F)COC(F)(F)C(F)F
total charge: 0